# C28H25BBr2F3NO2

One molecule with the formula C28H25BBr2F3NO2 at a distorted geometry (ωB97M-V with the def2-TZVPD basis set, OMol25).

The geometry in XYZ format:
```
62
Properties=species:S:1:pos:R:3:forces:R:3
Br -4.7789 4.0072 1.1442 0.2 -0.1 0.1
C -3.0832 3.1621 1.2773 0.6 -0.4 0.1
C -3.0007 1.7634 1.3324 0.4 0.3 -0.1
C -1.7420 1.1568 1.2883 -0.3 0.4 -0.2
C -0.5901 1.9254 1.0924 0.7 -0.2 -0.1
C 0.7173 1.2159 0.6563 0.3 0.7 3.0
C 1.9887 2.0245 0.9139 0.5 -0.5 0.1
C 3.1705 1.4042 1.1127 -1.6 0.2 -0.2
C 4.4406 2.0586 1.3252 1.1 0.8 0.1
C 5.6204 1.2842 1.3767 -0.4 0.5 0.0
C 6.8683 1.8896 1.4941 -0.1 0.6 0.1
C 6.9575 3.2918 1.5735 -1.0 -0.7 -0.1
Br 8.6473 4.1187 1.6644 0.1 0.1 0.0
C 5.7897 4.0730 1.5715 0.1 -0.4 0.0
C 4.5396 3.4614 1.4516 0.6 -0.5 0.0
C -0.6676 3.3135 1.2024 -0.7 -0.2 -0.2
C -1.9219 3.9341 1.3029 0.1 -0.3 -0.1
H -3.8999 1.1604 1.3663 0.0 0.1 0.1
H -1.6629 0.0709 1.3553 -0.1 0.2 -0.1
H 0.8093 0.3363 1.3242 -0.1 0.4 0.0
H 1.9172 3.1129 0.9035 0.1 -0.4 -0.1
H 3.1889 0.3222 1.0378 0.1 0.1 0.2
H 5.5301 0.1990 1.3130 0.1 0.3 0.0
H 7.7693 1.2868 1.5217 -0.1 0.1 0.0
H 5.8613 5.1513 1.6593 0.0 -0.1 0.0
H 3.6325 4.0657 1.4604 0.4 -0.1 0.0
H 0.2306 3.9255 1.1554 -0.4 -0.1 0.0
H -1.9831 5.0143 1.3596 -0.1 -0.1 -0.1
C -2.6444 -4.6102 0.6996 0.2 0.1 0.6
C -2.7946 -4.2690 -0.7626 -0.3 -0.5 0.1
C -2.1210 -5.3211 -1.6108 0.4 -0.1 -0.4
C -4.2642 -4.1664 -1.1194 -0.3 0.4 -0.2
O -2.2346 -2.9236 -1.0595 0.9 0.6 0.1
C -0.9506 -2.6816 -0.7234 0.4 -2.6 0.7
N -0.5108 -1.3379 -1.0162 0.9 0.7 0.7
C 0.6942 -0.8690 -0.5917 -2.0 -0.3 -1.5
B 1.9713 -1.8778 -0.2418 0.8 0.2 0.5
F 3.1404 -1.0743 -0.3590 -0.5 -0.4 -0.1
F 1.7934 -2.2697 1.0911 0.3 -0.1 -0.4
F 2.0102 -2.8600 -1.2189 0.1 0.2 0.3
C 0.6745 0.6523 -0.7297 -0.6 -1.2 -2.9
C -0.6172 0.8915 -1.5100 0.0 0.4 0.1
C -1.3193 -0.2956 -1.6014 -0.6 0.4 0.4
C -2.6495 -0.3473 -1.9987 -0.2 0.0 -0.2
C -3.2802 0.8436 -2.3755 0.6 0.0 0.0
C -2.5428 2.0339 -2.3989 0.1 0.1 0.1
C -1.2130 2.0731 -1.9558 0.0 -0.2 0.0
O -0.2247 -3.4971 -0.2000 -1.0 1.8 -0.9
H -3.1260 -3.8473 1.3213 0.1 -0.1 0.0
H -3.1183 -5.5781 0.9074 0.0 0.3 -0.1
H -1.5846 -4.6775 0.9518 -0.3 -0.1 0.2
H -2.2566 -5.1028 -2.6759 0.1 -0.1 0.1
H -1.0556 -5.3633 -1.3721 -0.2 -0.1 -0.2
H -2.5660 -6.3028 -1.4031 0.1 0.3 0.0
H -4.3987 -3.9298 -2.1812 0.0 0.0 0.2
H -4.7732 -5.1184 -0.9190 0.3 0.2 0.0
H -4.7580 -3.3893 -0.5240 0.1 -0.1 -0.1
H 1.5446 0.9670 -1.3237 0.0 -0.1 0.3
H -3.1638 -1.2960 -2.0046 -0.1 0.3 0.0
H -4.3349 0.8467 -2.6612 0.4 -0.1 0.0
H -3.0206 2.9542 -2.7388 0.1 -0.2 0.1
H -0.6539 3.0141 -1.9304 -0.3 -0.3 0.0
```
Forces are in eV/Å.

Calculated values
2S+1: 1
frontier orbital gap: 7.2240 eV
HOMO level: -8.288 eV

Here are the natural (NBO) charges for atoms 1 to 6, given in e: 0.06 -0.09 -0.22 -0.24 0.10 -0.30

=====

# C4H4ClFN2O

A 2-piece molecular cluster, C4H4ClFN2O overall at a distorted geometry (ωB97M-V with the def2-TZVPD basis set, OMol25).

The geometry in XYZ format:
```
13
Properties=species:S:1:pos:R:3:forces:R:3
C -0.7826 -1.5605 1.8460 0.5 0.0 -0.1
C 0.1059 -0.9908 0.0465 -0.6 -0.4 1.2
C -0.0475 2.4348 -0.8458 -0.1 -0.3 -0.1
C 0.3462 -0.5696 -1.2490 0.2 0.3 -0.5
N -1.0854 -1.0826 0.6309 0.2 0.3 -0.9
N 0.4947 -1.7618 2.0429 -0.2 -0.3 1.0
O 1.0946 -1.3936 0.8839 -0.1 0.3 -0.9
F 0.3088 2.4649 0.4289 0.1 0.0 0.5
Cl 1.9070 -0.5698 -1.9012 0.1 0.0 0.0
H -1.5185 -1.7676 2.5935 -0.1 -0.1 0.3
H 0.7508 2.5944 -1.5405 0.2 0.1 -0.3
H -1.0990 2.5435 -1.0310 -0.2 0.1 -0.1
H -0.4750 -0.3412 -1.9052 0.0 0.0 0.0
```
Forces are in eV/Å.

Calculated values
energy above the lowest of the compared OMol25 structures with the same formula, charge and spin: 0.000 eV
2S+1: 1
frontier orbital gap (spin up / spin down): 8.9309 / 7.0940 eV
HOMO level (spin up / spin down): -8.630 / -8.639 eV

Here are the natural (NBO) charges for atoms 1 to 6, given in e: 0.13 0.36 0.07 -0.22 -0.45 -0.12

=====

# C5H14N2O2S

A 2-piece molecular cluster, C5H14N2O2S overall at a distorted geometry (ωB97M-V with the def2-TZVPD basis set, OMol25).

The geometry in XYZ format:
```
24
Properties=species:S:1:pos:R:3:forces:R:3
C -1.4306 1.2866 -0.2131 -1.7 -0.8 -3.6
C 0.6941 0.2096 -1.0353 -0.6 0.0 3.8
C -1.2851 0.3504 -2.7764 -0.3 0.2 2.5
C -1.4104 -1.0141 -0.6162 0.3 -2.8 1.1
C -0.8474 0.1866 -1.2259 1.2 1.0 -0.3
N -2.3608 -1.6504 -1.1639 -0.1 0.5 -0.3
N 3.0743 0.1715 2.1591 -2.2 0.4 3.0
O 0.8075 -0.9143 1.9010 -1.2 0.1 0.2
O 1.8876 -0.4160 4.1154 -1.3 0.7 -2.0
S 2.0495 -1.1075 2.5880 2.2 0.6 1.4
H -2.5434 1.1942 -0.3172 0.8 0.4 0.4
H -1.1234 2.2732 -0.4984 0.2 0.6 -0.3
H -1.1229 1.0948 0.7571 0.6 -0.6 1.9
H 1.2376 -0.1265 -1.8674 0.9 0.1 -1.2
H 1.0998 -0.3574 -0.0787 -1.3 0.5 -2.2
H 0.8194 1.2192 -0.6233 1.1 0.2 -1.2
H -0.7978 -0.3978 -3.4775 -1.0 0.6 1.2
H -2.3954 0.2483 -2.5425 1.2 0.1 -1.7
H -0.9904 1.3649 -3.1077 -0.4 -0.4 0.1
H -0.8580 -1.3518 0.3583 -1.2 0.6 -1.5
H -2.7380 -2.4540 -0.6844 0.3 -0.2 0.5
H 2.2282 -0.9213 4.8267 0.6 -1.2 0.9
H 3.5551 0.1252 1.3392 1.4 -0.6 -3.0
H 2.4503 0.9863 2.1832 0.6 0.0 -0.1
```
Forces are in eV/Å.

Calculated values
energy above the lowest of the compared OMol25 structures with the same formula, charge and spin: 1.442 eV
2S+1: 1
frontier orbital gap: 9.5940 eV
HOMO level: -9.133 eV

Here are the natural (NBO) charges for atoms 1 to 6, given in e: -0.60 -0.64 -0.62 0.15 -0.11 -0.67

=====

no.,molar mass (g/mol),E_tot (eV)
1,635.13,-183944.847
2,150.54,-24475.754
3,166.25,-23319.971